Model w:
Below is a cluster of 2 separate species, C6H18N3 in total, with properties calculated with ωB97M-V/def2-TZVPD.

## Properties
* charge: +1
* molar mass: 132.2 g mol⁻¹
* frontier orbital gap: 10.744 eV

```
27
C6H18N3 ωB97M-V/def2-TZVPD
C -0.225 -1.431 -2.404
C -0.045 -1.899 -0.935
C -0.505 0.067 -2.598
H -0.878 -2.067 -3.005
H 0.682 -1.809 -2.880
H 0.418 -2.873 -0.993
H 0.649 -1.170 -0.493
H 0.433 0.600 -2.688
H -1.133 0.569 -1.866
H -0.980 -1.711 -0.435
H -0.976 0.226 -3.575
C 1.357 0.797 1.734
C 1.882 -0.658 1.958
C -0.919 1.264 0.980
N -0.093 0.841 1.954
N -0.665 2.357 0.272
N -2.122 0.679 0.996
H 1.958 1.272 2.505
H 1.609 1.163 0.745
H 1.733 -1.410 1.186
H 1.477 -0.868 2.956
H -0.440 0.343 2.750
H 0.240 2.807 0.339
H -1.072 2.496 -0.639
H -2.488 0.159 1.777
H -2.870 0.997 0.396
H 2.975 -0.739 1.964
```

Model x:
Below is a cluster of 2 separate species, C6H18N3 in total, with properties calculated with ωB97M-V/def2-TZVPD.

## Properties
* charge: +1
* molar mass: 132.2 g mol⁻¹
* frontier orbital gap: 11.102 eV

```
27
C6H18N3 ωB97M-V/def2-TZVPD
C -1.405 -0.372 -0.784
C -2.437 -1.431 -0.441
C 0.686 -1.681 -1.112
N -0.024 -0.810 -0.429
N 0.268 -2.138 -2.293
N 1.894 -2.093 -0.646
H -1.384 -0.124 -1.840
H -1.493 0.588 -0.274
H -3.056 -1.169 0.413
H -1.987 -2.409 -0.241
H 0.258 -0.651 0.529
H -0.463 -1.651 -2.787
H 0.939 -2.622 -2.870
H 2.043 -2.001 0.349
H 2.231 -2.971 -1.013
H -3.186 -1.574 -1.232
C -0.060 2.399 1.637
C 0.245 3.797 1.061
C 0.950 1.954 2.690
H -1.061 2.420 2.080
H -0.051 1.695 0.804
H 0.933 4.386 1.658
H 1.971 2.226 2.420
H 0.751 2.373 3.675
H -0.680 4.356 0.950
H 0.610 3.740 0.026
H 0.949 0.865 2.839
```

Stability verdict: model x, ahead by 0.0353 hartree

Model w:
Below is a cluster of 2 separate species, C2H3FS2 in total, with properties calculated with ωB97M-V/def2-TZVPD.

## Properties
* molar mass: 110.2 g mol⁻¹
* frontier orbital gap: 8.839 eV

```
8
C2H3FS2 ωB97M-V/def2-TZVPD
C 1.408 -1.787 -1.518
C 1.293 -0.592 -1.769
F 1.500 -3.059 -1.290
S -1.053 1.713 1.672
S -0.952 0.536 0.169
H -2.368 1.766 2.015
H 1.163 0.396 -2.061
H -0.992 1.026 2.783
```

Model x:
Below is the molecule C2H3FS2, with properties calculated with ωB97M-V/def2-TZVPD.

## Properties
* SMILES: F/C=C/SS
* molar mass: 110.2 g mol⁻¹
* frontier orbital gap: 9.704 eV

```
8
C2H3FS2 ωB97M-V/def2-TZVPD
F -2.678 0.353 -0.328
C -1.504 -0.181 -0.398
C -0.398 0.037 0.292
S 1.062 -0.931 -0.146
S 2.406 0.441 -0.371
H -1.398 -0.909 -1.205
H -0.428 0.682 1.150
H 2.939 0.509 1.006
```

Stability verdict: model x, ahead by 0.1178 hartree

Model w:
Below is a cluster of 2 separate species, C3H10NS in total, with properties calculated with ωB97M-V/def2-TZVPD.

## Properties
* charge: -1
* molar mass: 92.2 g mol⁻¹
* frontier orbital gap: 4.915 eV

```
15
C3H10NS ωB97M-V/def2-TZVPD
C -5.052 -0.797 2.314
S -4.481 0.215 0.879
H -4.561 -1.745 2.096
H -4.834 -0.412 3.301
H -6.140 -0.903 2.337
C 3.304 1.166 -1.599
N 2.894 -0.198 -1.224
C 1.630 -0.313 -0.516
H 2.521 1.879 -1.832
H 3.683 1.668 -0.689
H 4.203 1.209 -2.191
H 2.914 -0.723 -2.106
H 1.688 0.424 0.280
H 1.519 -1.244 0.088
H 0.711 -0.224 -1.138
```

Model x:
Below is a cluster of 2 separate species, C3H10NS in total, with properties calculated with ωB97M-V/def2-TZVPD.

## Properties
* charge: -1
* molar mass: 92.2 g mol⁻¹
* frontier orbital gap: 6.677 eV

```
15
C3H10NS ωB97M-V/def2-TZVPD
C -0.501 -0.402 2.761
N -1.236 0.212 1.679
H -1.024 -0.203 3.699
H -0.442 -1.555 2.612
H 0.576 0.009 2.807
H -0.523 0.561 1.060
H -1.655 -0.562 1.120
C 0.590 0.904 -2.442
C 0.436 -0.484 -1.761
S 1.334 -0.544 -0.212
H 0.299 1.220 -3.470
H 0.125 1.673 -1.682
H 1.680 1.115 -2.417
H -0.615 -0.616 -1.402
H 0.955 -1.328 -2.352
```

Model y:
Below is a cluster of 2 separate species, C3H10NS in total, with properties calculated with ωB97M-V/def2-TZVPD.

## Properties
* charge: -1
* molar mass: 92.2 g mol⁻¹
* frontier orbital gap: 6.526 eV

```
15
C3H10NS ωB97M-V/def2-TZVPD
C -2.331 0.393 -0.510
S -1.928 -1.312 0.209
H -2.189 1.128 0.294
H -1.784 0.593 -1.408
H -3.380 0.365 -0.770
C 1.367 -0.734 -0.743
C 1.375 -0.279 0.784
N 0.816 1.036 0.971
H 2.101 0.034 -1.260
H 1.708 -1.808 -0.767
H 0.364 -0.633 -1.220
H 0.981 -1.083 1.433
H 2.475 -0.210 1.151
H 0.426 1.647 0.178
H 0.000 0.862 1.657
```

Model z:
Below is a cluster of 2 separate species, C3H10NS in total, with properties calculated with ωB97M-V/def2-TZVPD.

## Properties
* charge: -1
* molar mass: 92.2 g mol⁻¹
* frontier orbital gap: 6.551 eV

```
15
C3H10NS ωB97M-V/def2-TZVPD
C -2.122 -0.157 -1.789
S -0.338 -0.522 -1.445
H -2.728 -0.099 -0.885
H -2.075 0.843 -2.231
H -2.559 -0.789 -2.564
C 1.965 -0.407 1.492
C 0.606 0.192 1.900
N 0.319 1.416 1.177
H 2.659 0.412 1.306
H 2.284 -1.017 2.339
H 1.835 -0.959 0.562
H -0.158 -0.596 1.976
H 0.725 0.437 2.973
H 0.304 1.271 0.172
H -0.423 1.830 1.657
```

Stability verdict: model z, ahead by 0.0159 hartree

Model w:
Below is a cluster of 2 separate species, C3H3ClN2 in total, with properties calculated with ωB97M-V/def2-TZVPD.

## Properties
* molar mass: 102.5 g mol⁻¹
* frontier orbital gap (alpha / beta): 8.252 / 7.516 eV

```
9
C3H3ClN2 ωB97M-V/def2-TZVPD
C 0.046 -1.106 -0.613
C 0.062 0.144 -0.064
C -0.344 -1.303 1.395
N -0.109 -2.059 0.431
N -0.190 -0.016 1.298
Cl -0.552 -1.747 4.093
H 0.211 -1.427 -1.556
H 0.227 1.154 -0.511
H -0.572 0.608 1.954
```

Model x:
Below is the molecule C3H3ClN2, with properties calculated with ωB97M-V/def2-TZVPD.

## Properties
* SMILES: N#C/C(Cl)=C/N
* molar mass: 102.5 g mol⁻¹
* frontier orbital gap: 9.070 eV

```
9
C3H3ClN2 ωB97M-V/def2-TZVPD
N -3.156 -0.246 -0.021
C -2.026 0.103 -0.018
C -0.683 0.452 0.042
Cl -0.405 2.143 0.001
C 0.348 -0.508 0.003
N 1.663 -0.207 -0.015
H -0.040 -1.533 0.148
H 2.389 -0.939 -0.067
H 1.909 0.735 -0.074
```

Stability verdict: model x, ahead by 0.1019 hartree

Model w:
Below is a cluster of 14 separate species, H28O14 in total, with properties calculated with ωB97M-V/def2-TZVPD.

## Properties
* charge: -1
* 2S+1: 2
* molar mass: 252.2 g mol⁻¹
* frontier orbital gap (alpha / beta): 2.063 / 10.014 eV

```
42
H28O14 ωB97M-V/def2-TZVPD
O 1.918 2.724 1.011
H 2.120 2.457 0.092
H 2.739 2.926 1.488
O 2.951 -2.254 0.364
H 3.549 -2.079 -0.402
H 2.419 -2.991 0.040
O -0.033 -0.219 -4.041
H 0.662 0.081 -4.630
H -0.928 0.109 -4.170
O 0.864 -1.091 -1.753
H 1.202 -1.588 -2.498
H -0.055 -0.862 -1.894
O -2.561 0.185 3.627
H -1.694 0.158 3.184
H -3.125 0.049 2.854
O 3.543 0.793 0.103
H 4.367 0.612 0.566
H 2.742 0.592 0.607
O -0.472 1.703 1.682
H -0.826 2.069 2.503
H 0.492 1.716 1.872
O -4.407 0.264 -2.007
H -5.142 0.783 -1.669
H -4.746 -0.419 -2.591
O -2.370 2.546 -0.227
H -1.588 2.828 0.273
H -2.429 1.644 0.111
O 0.160 -0.507 4.495
H 0.200 -1.319 3.978
H -0.433 -0.527 5.247
O 4.705 -1.134 -1.720
H 4.251 -0.859 -2.533
H 4.772 -0.184 -1.414
O -2.420 -3.630 1.056
H -2.579 -2.911 0.430
H -2.248 -3.057 1.821
O -2.065 2.165 -3.823
H -2.423 2.193 -2.923
H -1.674 3.032 -3.959
O 0.184 -1.743 1.372
H 1.043 -1.899 0.948
H 0.116 -0.777 1.386
```

Model x:
Below is a cluster of 14 separate species, H28O14 in total, with properties calculated with ωB97M-V/def2-TZVPD.

## Properties
* charge: -1
* 2S+1: 2
* molar mass: 252.2 g mol⁻¹
* frontier orbital gap (alpha / beta): 1.995 / 10.468 eV

```
42
H28O14 ωB97M-V/def2-TZVPD
O 2.144 2.751 3.075
H 3.074 2.934 3.222
H 1.767 3.633 3.187
O 1.783 0.320 -2.354
H 1.206 0.249 -3.130
H 2.361 -0.420 -2.593
O 3.943 -2.056 -0.034
H 4.232 -1.188 0.229
H 3.164 -2.341 0.446
O 0.948 -4.268 0.410
H 0.602 -4.302 1.296
H 0.243 -3.881 -0.119
O -2.036 -2.844 3.040
H -2.927 -2.476 2.982
H -2.251 -3.715 2.680
O -3.113 0.187 -3.374
H -3.093 1.053 -3.801
H -3.819 -0.271 -3.840
O -2.828 0.315 0.208
H -2.250 0.505 -0.543
H -3.527 0.938 0.404
O -0.893 0.667 -1.695
H -1.158 -0.249 -1.574
H 0.060 0.681 -1.870
O -0.733 3.015 -4.031
H -0.388 3.717 -3.498
H -1.522 2.630 -3.643
O 0.731 -1.483 2.830
H 0.463 -0.798 2.208
H 0.098 -2.158 2.554
O -3.039 -2.436 0.207
H -3.364 -1.598 0.579
H -3.590 -2.517 -0.579
O 4.420 2.744 -1.368
H 4.131 3.190 -0.574
H 4.202 1.818 -1.356
O -1.790 1.663 3.114
H -1.787 1.695 2.155
H -0.906 1.715 3.482
O 1.767 0.509 0.558
H 2.081 1.008 1.318
H 1.592 1.064 -0.206
```

Stability verdict: model w, ahead by 0.0089 hartree